No. 1
Entry from the Open Molecules 2025 dataset: a structure of composition C24H27N7O2 at a distorted geometry (the ωB97M-V functional and the def2-TZVPD basis).

As for the charge: 0. The calculation puts the strongest force on any atom at 0.3222 Eh/bohr. The calculated total energy is -1463.7430 a.u. The frontier orbital gap is 7.92 eV. The value obtained for the relative energy (zero: lowest compared OMol25 entry of this formula, charge and spin) is 2283.5 kJ/mol. The value obtained for the LUMO energy is -0.25 eV.

Structure (XYZ):
```
60
C24H27N7O2 (the ωB97M-V functional and the def2-TZVPD basis)
H 5.8874 -1.7393 4.4142
C 0.3592 1.5216 -1.1241
H 4.1646 -0.3859 5.3563
N 0.3438 2.2988 1.2769
H -1.4169 2.1793 -1.8612
H 3.3340 -0.5920 1.3648
H -4.3758 0.4216 -0.5204
H 2.6440 -1.9669 4.9975
C 0.6724 -0.3031 1.2919
H 3.4408 -2.2159 0.4957
H -2.6254 0.5294 1.1474
H -4.9526 2.4689 -1.4652
N 0.6936 -2.5799 1.0751
C -1.9732 -2.2188 -3.7257
C -0.2876 -0.7448 -2.6294
N -3.5309 3.7248 -0.5520
H -3.0627 0.9483 -3.1991
C 1.1224 1.0925 1.8792
H -2.0912 -3.0613 -4.5320
H 1.3972 -1.8163 -2.0438
N -0.5868 -0.7632 1.2462
H 3.9815 0.3957 3.5832
C 5.2037 -1.2817 3.6652
H 1.6145 2.6394 -0.2855
C 4.2053 -0.4044 4.1559
H 0.0443 3.3741 -0.4499
C -2.8862 1.3947 0.6645
N 1.4726 -1.4995 1.2936
N 0.8543 -0.8079 -2.0113
C 1.3903 0.0437 -1.3494
C -2.5220 0.0000 -3.4146
C -0.6989 -2.1117 -3.2007
C 3.1338 -2.0891 2.9703
C -0.8398 1.1743 -1.8778
C -2.0776 2.2596 0.9960
C 2.8285 -1.3974 4.2009
H 0.0945 -2.9591 -3.3656
H -5.0069 -2.1602 -4.1118
H 5.8848 -0.7626 2.7246
H -3.9429 -1.5299 -5.6030
H 1.9885 -0.8199 3.8271
O 4.5473 -2.6795 2.8733
N -0.4108 -1.9020 0.8799
H -1.9528 4.5623 0.1957
O 2.6096 0.1900 -0.8573
C -4.2100 -1.2756 -4.6115
H -0.8387 3.6385 1.9031
C -1.2409 0.1683 -2.6206
H 2.2126 1.1356 1.4515
C -4.0560 2.4813 -0.8653
H 2.6837 -3.3025 2.7683
C 2.8310 -1.7141 1.6222
C -2.9146 -1.0805 -4.0167
C -2.4387 3.6133 0.2442
C -1.0344 2.5429 1.8216
C 0.6787 2.3811 -0.0920
H -4.6934 -0.3943 -4.6131
H -1.0223 1.9006 2.5284
C -3.9865 1.4206 -0.2919
H 1.1806 1.0555 2.9221
```

Löwdin atomic charge list, values in e, 2 entries: 0.1062 0.0016

=====

No. 2
Entry from the Open Molecules 2025 dataset: a structure of composition C24H28BrN4O4PSTeV at a distorted geometry (the ωB97M-V functional and the def2-TZVPD basis).

As for the charge: -2. The calculation puts the strongest force on any atom at 0.1249 Eh/bohr. The calculated total energy is -5976.7749 a.u. The expectation value of S² is 3.7899. The frontier orbital gap (spin up / spin down) is 2.46 / 5.82 eV. The value obtained for the relative energy (zero: lowest compared OMol25 entry of this formula, charge and spin) is 0.0 kJ/mol. The spin multiplicity is 4. The value obtained for the LUMO energy (spin up / spin down) is 4.07 / 4.06 eV.

Structure (XYZ):
```
65
C24H28BrN4O4PSTeV (the ωB97M-V functional and the def2-TZVPD basis)
H -2.1950 -4.4540 -2.3970
C -1.8266 -0.2759 1.2886
H -4.3285 -2.3628 0.2383
O 2.5477 2.4547 -2.9218
H -2.1709 2.6314 4.9134
C 1.6267 -2.3184 3.9918
N 3.5451 -1.4522 -1.2305
H 1.7051 5.6146 -3.1244
C 2.2997 -0.6421 2.8095
C 1.0591 -4.1190 -1.8463
Te 4.9261 3.6341 -1.1627
H 0.3000 -6.0258 0.7065
N 2.8003 -1.6815 3.5871
S 0.7015 -1.3492 -0.6026
H -0.3279 2.9991 -3.8418
Br -0.2631 2.4122 3.0782
C 0.3762 2.3377 -4.4072
C -4.4530 0.3107 3.9205
H 0.2778 2.5453 -5.4539
C -2.6614 1.8494 4.3118
V -0.2526 1.0204 0.7519
H -0.3700 6.3314 -0.9703
C -0.1098 5.9739 -1.9692
H 0.1827 1.2869 -4.1820
H 2.9699 0.0732 2.3019
C -2.5021 -1.2724 0.5684
C 1.3628 5.6351 -2.0804
H 1.6665 -3.2282 4.5499
H -0.1653 6.8608 -2.6591
H -5.5527 -1.3934 2.1695
O -1.3375 1.9371 -0.0790
H -1.8671 -5.2887 -0.0434
O 1.6030 4.3861 -1.3883
H 2.7857 -3.3055 -2.8131
C -3.9125 1.3215 4.6706
H -5.4172 -0.0776 4.2540
H -0.7841 5.2301 -2.3704
C -3.8422 -0.1827 2.7614
C -2.5052 0.2834 2.3979
N 2.0698 -3.0399 -2.1127
C -1.2105 -4.5362 -1.9309
H 3.5518 -0.7725 -0.4769
C -3.8381 -1.6368 0.8642
C 1.3705 -5.1838 -0.9803
C 0.2774 -5.5082 -0.2294
H 2.1205 3.6134 -4.5710
H 4.1369 -1.2926 -2.0471
C -2.0010 1.3615 3.1944
H 2.3957 -5.4950 -0.7667
C -4.5033 -1.1149 1.9627
H 2.4287 1.9795 -4.9217
P 2.3394 2.9794 -1.3885
H -0.3692 -1.7531 4.2758
H -4.4428 1.6985 5.5423
N 0.9680 -0.5634 2.8173
C -0.1036 -4.0604 -2.5784
C 0.5808 -1.5085 3.8803
H 1.9525 6.4743 -1.6452
C -1.0158 -5.0759 -0.6709
H 3.7610 -1.5820 4.0013
C 2.2641 -2.0010 -1.3462
H -0.1062 -3.5103 -3.4964
O 1.5972 2.0156 -0.6526
H -2.0113 -1.7856 -0.2496
C 1.8963 2.5982 -4.2017
```

Löwdin atomic charge list, values in e, 2 entries: 0.0779 -0.2087

=====

No. 3
Entry from the Open Molecules 2025 dataset: a cluster of 9 separate species, C24H28F21N3O22S7 in total at a distorted geometry (the ωB97M-V functional and the def2-TZVPD basis).

As for the charge: -5. The calculation puts the strongest force on any atom at 0.0906 Eh/bohr. The calculated total energy is -7635.1546 a.u. The expectation value of S² is 0.7660. The frontier orbital gap (spin up / spin down) is 4.65 / 5.72 eV. The spin multiplicity is 2. The value obtained for the LUMO energy (spin up / spin down) is 7.01 / 7.00 eV.

Structure (XYZ):
```
105
C24H28F21N3O22S7 (the ωB97M-V functional and the def2-TZVPD basis)
H 6.0080 -7.7708 -3.5787
O 12.3861 -2.7978 -1.7170
S 12.7201 -2.8200 -3.1382
O 9.6383 -9.3061 0.9744
C 3.7200 -5.0862 -1.6047
N 3.6709 -4.9968 -2.9618
F 11.8438 -8.3291 -6.4635
S 8.0092 -15.2694 -6.7287
H 11.5328 -3.3440 0.5614
O 14.1487 -2.8232 -3.3741
O 2.2902 -12.0654 -4.0130
H 9.0585 -10.0354 -3.7114
O 2.3239 -11.2738 -1.7580
F 7.7507 -4.3095 -8.2946
H 9.8135 -7.8873 -3.9845
C 6.6284 -8.6548 -3.4311
H 7.7881 -11.1645 -4.1224
C 5.9101 -4.2289 -1.4326
F 2.4299 -9.4306 -5.1089
H 7.3420 -7.2483 -5.7363
C 5.0751 -6.2861 -9.0644
H 4.6628 -4.5881 -4.6739
C 8.3284 -4.4624 -0.9922
F 6.4311 -13.4667 -5.3077
C 11.6240 -9.6182 -6.3844
H 6.5519 -9.8287 -6.8328
H 8.7801 -10.3675 -5.4601
C 1.9090 -9.4915 -3.8679
S 8.4136 -3.0414 -6.0767
O 7.2343 -7.7998 -8.5838
O 4.2568 -10.8867 -3.2440
H 8.5274 -1.8113 1.7363
S 9.6499 -8.5162 -0.2818
F 9.8625 -4.3050 -7.9769
F 10.6380 -10.1179 -7.1221
H 1.7502 -5.9279 -3.2020
N 9.5542 -3.0005 0.4696
C 11.2581 -7.5320 -0.0171
H 8.6157 -8.3075 -6.2395
C 9.1132 -7.2124 -4.4766
H 8.4870 -5.5000 -4.1572
O 7.0776 -2.4380 -6.0686
O 5.9081 -8.3208 -10.5817
F 11.5174 -6.8772 -1.0723
F 0.6154 -9.6220 -3.9482
F 11.2003 -5.2253 -2.7931
N 7.2837 -9.0749 -4.7799
H 10.8636 -2.9186 2.1366
C 6.1668 -9.4479 -5.8869
C 4.7894 -4.6987 -3.6070
C 7.6918 -13.5450 -5.7959
C 8.3209 -10.2815 -4.4753
H 9.8020 -6.5797 -5.0364
H 7.4477 -8.5343 -2.7224
F 11.0859 -4.1483 -4.7254
C 11.9525 -4.5520 -3.7458
H 6.7122 -3.7519 -3.3822
S 6.5602 -7.2972 -9.7844
C 5.9204 -4.2622 -2.8539
F 12.1860 -8.4178 0.4144
O 9.4858 -2.0476 -5.8338
C 7.1135 -2.8300 0.3932
C 8.7150 -3.5988 -7.9122
H 2.0978 -4.3680 -4.0961
H 10.5013 -4.3000 -0.7006
O 8.5103 -7.6034 -0.5120
F 11.0598 -6.5981 0.9096
O 11.9940 -1.8168 -3.9776
F 2.3448 -8.3714 -3.1096
F 12.8944 -5.3292 -4.3311
C 8.4150 -2.5178 0.9273
O 9.8029 -9.3411 -1.5114
F 7.8484 -12.5562 -6.6962
F 5.5455 -5.6776 -7.9775
C 9.5221 -3.9336 -0.4301
C 7.1267 -3.8461 -0.6159
H 6.2680 -2.3090 0.8174
F 8.5411 -13.3140 -4.8082
S 2.7777 -11.0517 -3.1135
O 8.4483 -4.1949 -5.1778
H 2.7643 -5.3357 -1.1680
O 9.4473 -15.4813 -6.6703
C 8.1119 -7.9188 -5.3544
F 8.8092 -2.5398 -8.8134
O 7.4861 -15.2112 -8.0700
C 10.8714 -2.6501 1.0802
F 4.1064 -7.1018 -8.5876
H 5.5919 -10.2206 -5.3766
O 7.2617 -16.1806 -5.8616
H 11.3180 -1.7266 0.7117
O 13.3049 -11.8061 -6.4878
C 2.4856 -5.3169 -3.7254
O 14.3616 -9.5634 -6.1718
H 5.5840 -8.5324 -5.9880
F 4.6227 -5.4464 -10.0283
O 8.4115 -6.3105 -3.6483
C 4.7675 -4.7811 -0.8331
H 4.8230 -4.9754 0.2278
H 6.0523 -9.4894 -3.0313
H 8.3462 -5.3611 -1.5908
F 11.3984 -9.9088 -5.1597
S 13.2741 -10.3730 -6.8673
O 7.3652 -6.2610 -10.5410
H 2.6340 -5.9577 -4.5946
O 13.3796 -10.0806 -8.2806
```

Löwdin atomic charge list, values in e, 2 entries: 0.0915 -0.3966

=====

No. 4
Entry from the Open Molecules 2025 dataset: the molecule C24H28N2O5 (the ωB97M-V functional and the def2-TZVPD basis).

As for the charge: 0. The calculation puts the strongest force on any atom at 0.0121 Eh/bohr. The calculated total energy is -1417.0834 a.u. The frontier orbital gap is 8.54 eV. The SMILES is COc1ccccc1OCC(=O)NC[C@@H]1CCCN(C(=O)c2ccccc2C(C)=O)C1. The value obtained for the relative energy (zero: lowest compared OMol25 entry of this formula, charge and spin) is 188.3 kJ/mol. The value obtained for the LUMO energy is 0.45 eV.

Structure (XYZ):
```
59
C24H28N2O5 (the ωB97M-V functional and the def2-TZVPD basis)
H -1.1379 -3.2782 1.9484
H -1.7470 0.8145 3.3190
H -4.7053 3.2588 -1.5297
H 1.9400 3.7709 -1.7094
H -3.1060 4.0474 2.3496
O 1.1982 -3.8962 0.9228
H 2.9516 1.7057 -2.5214
C -1.9444 1.9743 -0.0646
C -0.9402 2.3681 2.1614
H 2.3297 -3.7727 2.5691
C -3.9507 3.0851 -0.7774
C 0.1435 -3.3447 -1.1806
H 2.9024 -3.1451 -0.8524
N -0.0311 1.0803 -1.2517
C -2.2357 -2.7966 0.1870
C -1.0180 -2.9664 -1.8596
C 2.2857 0.3528 0.5980
H -0.5823 1.8252 4.1990
C 2.4681 -1.9006 1.5244
C 0.3131 2.3634 -1.8201
H 3.3094 0.4130 0.9756
H 1.0395 -0.0220 -2.6303
H 2.4215 -4.8580 -0.9026
H 1.5139 3.0209 -0.1693
H 0.6985 -0.9281 1.0803
H 3.1047 -4.0787 -2.3535
C -2.9209 2.1949 -1.0269
C -4.0160 3.7500 0.4367
C 2.7385 1.7818 -1.4518
C -3.0597 3.5179 1.4094
H 3.6549 2.0955 -0.9503
C -2.0218 2.6268 1.1673
C 0.9480 0.0550 -1.5417
H 3.0314 -0.3496 -1.2851
C -1.4017 1.8350 3.4850
H 1.7048 1.1834 1.0014
O 0.2234 2.5431 1.8803
N 1.7130 -0.8738 1.1049
H -2.8707 1.6626 -1.9654
C 1.6604 -3.1154 2.0098
H -3.1462 -2.5870 0.7258
H 0.8406 -2.7830 2.6561
C 1.6486 2.8329 -1.2346
O -0.9429 -0.0915 0.4581
H 0.3968 2.2469 -2.9067
H -2.2380 2.4130 3.8693
H 0.5706 -0.8933 -1.1599
C -0.9083 0.9088 -0.2509
C -1.1019 -3.1770 0.8738
H -0.4707 3.0900 -1.6024
O 1.2109 -3.5684 -1.9962
H -4.8175 4.4475 0.6281
H -3.0674 -2.3898 -1.7461
C 2.4732 -3.9318 -1.4771
O 3.6841 -1.8918 1.5236
C 2.3133 0.4009 -0.9388
C 0.0960 -3.4479 0.2184
C -2.1908 -2.6889 -1.1918
H -0.9553 -2.8898 -2.9342
```

Löwdin atomic charge list, values in e, 2 entries: 0.1174 0.0997

=====

> Which value of charge does entry 2 give?

-2

=====

> Which of these has the highest calculated total energy?

C24H28N2O5

=====

> Among the records above, which one has the lowest strongest force on any atom?

C24H28N2O5

=====

> Look up the strongest force on any atom of the second one.

0.1249 Eh/bohr